DFT (wB97M-V/def2-TZVPD) results for a 2-piece molecular cluster, C8H8N4O4 overall at a distorted geometry.

Output
Energy above the lowest of the compared OMol25 structures with the same formula, charge and spin: 457.4 kJ/mol
Structure (SMILES): O=c1cc[nH]c(=O)[nH]1.O=c1cc[nH]c(=O)[nH]1
LUMO: 0.070 eV
E_tot: -22574.18926 eV

```
! RIJCOSX wB97M-V def2-TZVPD def2/J DEFGRID3
* xyz 0 1
O -1.55 -2.47 -0.62
C -2.03 -1.27 -0.45
C -2.62 -0.34 -1.49
C -2.47 0.96 -1.17
N -1.93 1.59 0.04
C -1.76 0.61 1.07
O -1.61 0.85 2.28
N -1.85 -0.60 0.69
H -2.52 -0.72 -2.46
H -2.50 1.81 -1.87
H -1.98 2.58 0.20
H -1.21 -1.22 1.38
O 1.54 2.48 -0.45
C 1.89 1.35 -0.53
C 2.17 0.41 -1.65
C 2.24 -0.86 -1.50
N 2.01 -1.38 -0.11
C 2.01 -0.70 0.95
O 1.68 -1.26 2.01
N 2.21 0.67 0.68
H 1.78 0.63 -2.77
H 2.33 -1.51 -2.24
H 1.96 -2.46 0.06
H 2.06 1.14 1.56
*
```